[1]
The following is a quantum chemistry calculation of a molecular structure, C17H32Cl3N2O5PS5, from the Open Molecules 2025 dataset.

The value obtained for the HOMO energy is -8.454 eV. The spin multiplicity is 1. The calculation puts the orbital gap at 7.883 eV. As for the net charge: 0. As for the LUMO energy: -0.571 eV.

Atoms and positions in Å:
O: -1.987 -5.396 0.310
P: -0.851 -5.660 -0.846
Cl: 0.579 -6.502 0.388
C: -0.147 -3.972 -0.980
C: 1.162 -3.721 -1.213
C: 1.707 -2.392 -1.181
Cl: 3.406 -2.259 -1.500
C: 0.960 -1.290 -0.891
C: 1.424 0.104 -0.549
C: 2.717 0.247 0.263
C: 2.838 -0.697 1.450
Cl: 2.027 -0.012 2.901
C: -0.451 -1.526 -0.913
N: -1.386 -0.570 -0.949
S: -2.802 -1.309 -0.925
N: -2.347 -2.845 -0.897
C: -1.011 -2.844 -0.902
H: -2.737 -4.936 -0.101
H: 1.824 -4.552 -1.423
H: 0.617 0.543 0.041
H: 1.500 0.698 -1.463
H: 2.723 1.272 0.631
H: 3.584 0.166 -0.390
H: 2.413 -1.681 1.271
H: 3.883 -0.816 1.729
C: 1.598 -4.940 -5.282
S: 0.068 -4.147 -4.775
O: -0.763 -5.193 -4.123
C: -0.588 -3.918 -6.432
H: 2.145 -5.208 -4.380
H: 1.368 -5.837 -5.856
H: 2.189 -4.242 -5.874
H: -0.666 -4.886 -6.927
H: 0.065 -3.249 -6.991
H: -1.575 -3.471 -6.335
C: -2.941 -2.719 3.315
S: -4.418 -2.615 2.300
O: -4.973 -1.247 2.472
C: -5.423 -3.719 3.299
H: -2.195 -2.056 2.880
H: -3.176 -2.399 4.329
H: -2.568 -3.743 3.306
H: -5.493 -3.327 4.313
H: -4.976 -4.714 3.299
H: -6.412 -3.762 2.849
C: 3.435 5.651 -0.084
S: 2.330 4.254 0.114
O: 2.767 3.212 -0.861
C: 0.889 5.052 -0.590
H: 4.420 5.346 0.265
H: 3.483 5.925 -1.138
H: 3.063 6.477 0.521
H: 1.113 5.362 -1.611
H: 0.624 5.905 0.034
H: 0.078 4.325 -0.593
C: -0.473 8.695 3.169
S: 0.726 7.387 3.440
O: 1.146 6.908 2.094
C: -0.439 6.176 4.069
H: 0.053 9.538 2.728
H: -1.248 8.342 2.489
H: -0.905 8.992 4.125
H: -1.215 5.998 3.325
H: -0.873 6.541 5.000
H: 0.111 5.256 4.257

Forces on atoms 1 to 6 (eV/Å):
-0.04 0.08 0.04
-0.18 -0.43 -0.38
0.05 0.09 0.04
-0.22 -0.17 0.23
0.23 0.18 -0.22
-0.25 -0.20 -0.02

---

[2]
The following is a quantum chemistry calculation of a molecular structure, C17H32N3O11, from the Open Molecules 2025 dataset.

The value obtained for the HOMO energy is -5.249 eV. The calculation puts the energy above the lowest of the compared OMol25 structures with the same formula, charge and spin at 15.802 eV. The spin multiplicity is 1. The calculation puts the orbital gap at 7.405 eV. As for the net charge: -1. As for the LUMO energy: 2.156 eV.

Atoms and positions in Å:
C: 11.599 -6.867 0.699
C: 11.426 -8.104 -0.130
O: 11.822 -8.023 -1.344
O: 11.097 -9.241 0.406
H: 11.734 -6.034 0.009
H: 12.531 -6.904 1.263
H: 10.798 -6.785 1.434
C: 10.859 -10.929 -0.377
C: 10.909 -10.564 -1.864
O: 10.664 -11.908 -2.319
C: 11.037 -12.816 -1.440
O: 11.068 -14.053 -1.741
O: 11.301 -12.207 -0.255
H: 9.869 -10.997 0.074
H: 11.461 -10.178 0.134
H: 11.900 -10.226 -2.170
H: 10.140 -9.797 -1.956
C: 13.875 -7.704 0.061
C: 14.479 -6.983 -1.125
O: 15.795 -7.202 -1.082
C: 16.151 -7.836 0.051
O: 17.331 -7.907 0.523
O: 15.059 -8.301 0.630
H: 13.196 -8.453 -0.346
H: 13.360 -6.889 0.571
H: 14.275 -5.919 -1.005
H: 13.945 -7.381 -1.988
C: 8.315 -8.214 -0.222
C: 8.389 -7.263 -1.344
O: 7.282 -6.736 -1.584
N: 9.523 -7.058 -2.073
C: 9.613 -6.205 -3.205
H: 9.150 -8.890 -0.407
H: 7.344 -8.702 -0.141
H: 8.373 -7.733 0.754
H: 10.366 -7.588 -1.901
H: 9.013 -5.302 -3.316
H: 9.205 -6.783 -4.034
H: 10.607 -6.054 -3.626
C: 11.133 -7.378 3.511
C: 11.116 -8.906 3.475
O: 10.644 -9.469 4.358
N: 11.720 -9.429 2.436
C: 12.032 -10.838 2.356
H: 10.616 -6.825 2.727
H: 12.164 -7.055 3.365
H: 10.884 -7.074 4.528
H: 11.922 -8.950 1.570
H: 12.551 -11.032 1.417
H: 11.107 -11.413 2.316
H: 12.507 -11.159 3.283
C: 13.114 -7.490 -3.481
C: 13.031 -6.091 -3.030
O: 13.567 -5.106 -3.608
N: 12.192 -5.869 -2.040
C: 11.635 -4.664 -1.452
H: 14.101 -7.710 -3.888
H: 12.372 -7.420 -4.276
H: 12.595 -8.152 -2.788
H: 12.047 -6.688 -1.467
H: 10.857 -4.978 -0.756
H: 11.063 -4.040 -2.139
H: 12.312 -3.976 -0.947

Forces on atoms 1 to 6 (eV/Å):
-1.95 0.53 0.52
0.02 -1.69 0.66
-2.65 -3.17 2.70
-3.52 17.50 -0.57
-0.34 -0.27 1.20
-2.74 -0.15 1.48

---

[3]
The following is a quantum chemistry calculation of a molecular structure, C17H32NORh, from the Open Molecules 2025 dataset.

Its expectation value of S² is 6.007. The value obtained for the HOMO energy (alpha / beta) is -14.984 / -16.530 eV. The spin multiplicity is 5. The calculation puts the orbital gap (alpha / beta) at 9.189 / 5.798 eV. As for the net charge: +2. As for the LUMO energy (alpha / beta): -5.796 / -10.733 eV.

Atoms and positions in Å:
C: -2.544 -1.459 1.482
H: -3.579 -1.182 1.729
H: -2.583 -2.307 0.786
H: -2.086 -0.601 0.954
C: -1.766 -1.814 2.745
H: -0.719 -2.015 2.485
H: -1.754 -0.942 3.410
C: -2.335 -3.008 3.509
H: -1.731 -3.215 4.396
H: -3.360 -2.815 3.841
H: -2.341 -3.911 2.890
C: 1.856 -0.132 -1.512
C: 2.076 -1.166 -0.537
C: 1.097 -2.190 -0.735
C: 0.284 -1.817 -1.852
C: 0.750 -0.548 -2.347
C: 0.123 0.282 -3.425
C: -0.882 -2.605 -2.360
C: 1.025 -3.480 0.021
C: 3.190 -1.189 0.463
C: 2.594 1.162 -1.578
Rh: 0.194 -0.422 -0.403
H: -1.568 -1.956 -2.904
H: -0.563 -3.403 -3.032
H: -1.406 -3.056 -1.515
H: -0.904 -0.054 -3.600
H: 0.116 1.339 -3.127
H: 0.663 0.206 -4.371
H: 2.993 1.427 -0.598
H: 3.427 1.109 -2.278
H: 1.939 1.970 -1.909
H: 2.971 -1.899 1.260
H: 4.144 -1.482 0.010
H: 3.329 -0.204 0.912
H: -0.014 -3.711 0.266
H: 1.428 -4.313 -0.564
H: 1.591 -3.407 0.949
C: -0.288 4.914 0.838
N: -0.625 3.706 0.095
C: -1.303 3.888 -1.178
C: -0.353 2.475 0.537
C: 0.528 2.249 1.722
O: -0.859 1.493 -0.113
H: -0.690 5.774 0.294
H: 0.798 5.054 0.953
H: -0.734 4.889 1.843
H: -0.674 3.554 -2.018
H: -2.249 3.334 -1.191
H: -1.499 4.956 -1.301
H: 0.070 1.525 2.414
H: 1.485 1.818 1.379
H: 0.737 3.178 2.269

Forces on atoms 1 to 6 (eV/Å):
-0.05 -0.12 -0.05
0.26 -0.02 -0.20
-0.06 0.07 0.09
-0.19 -0.04 0.10
-0.01 0.15 0.15
0.10 -0.04 0.01

---

[4]
The following is a quantum chemistry calculation of a molecular structure, C17H33As3N4O6W, from the Open Molecules 2025 dataset.

Its expectation value of S² is 2.011. The value obtained for the HOMO energy (alpha / beta) is -13.563 / -13.568 eV. The calculation puts the energy above the lowest of the compared OMol25 structures with the same formula, charge and spin at 0.746 eV. The spin multiplicity is 3. The calculation puts the orbital gap (alpha / beta) at 6.151 / 4.886 eV. As for the net charge: +2. As for the LUMO energy (alpha / beta): -7.412 / -8.682 eV.

Atoms and positions in Å:
W: 0.427 -0.680 2.064
N: 0.612 -1.738 4.171
N: 1.625 -0.782 3.865
C: 2.740 -1.428 3.017
O: 3.489 -2.251 3.397
O: 2.521 -0.893 1.853
H: 0.044 -1.409 4.946
H: 0.996 -2.667 4.353
H: 1.975 -0.255 4.665
C: -0.181 -2.101 -1.423
As: 0.784 -0.635 -0.608
C: 2.626 -0.974 -1.082
C: 0.001 0.846 -1.613
C: 0.518 2.273 -1.452
C: 1.990 2.371 -1.840
C: 0.300 2.800 -0.009
As: 1.115 1.828 1.476
C: 3.024 2.197 1.439
C: -0.899 0.463 3.362
C: -0.325 3.204 -2.345
As: -0.672 2.983 -4.311
C: 0.838 1.936 -5.003
C: -1.995 1.527 -4.246
H: 0.166 -2.168 -2.455
H: -1.250 -1.896 -1.421
H: 0.034 -3.040 -0.919
H: 2.733 -0.837 -2.159
H: 2.845 -2.007 -0.819
H: 3.312 -0.321 -0.554
H: -1.069 0.788 -1.384
H: 0.099 0.554 -2.660
H: 2.639 1.779 -1.192
H: 2.329 3.407 -1.790
H: 2.146 2.025 -2.860
H: -0.767 2.881 0.207
H: 0.713 3.810 0.062
H: 3.195 3.148 0.940
H: 3.539 1.391 0.919
H: 3.406 2.241 2.458
H: -0.355 0.968 4.160
H: -1.602 -0.256 3.790
H: -1.478 1.227 2.842
H: 0.084 4.214 -2.250
H: -1.344 3.259 -1.946
H: 1.747 2.535 -5.013
H: 0.584 1.715 -6.040
H: 1.025 0.987 -4.498
H: -2.799 1.803 -3.563
H: -1.591 0.553 -3.969
H: -2.431 1.439 -5.240
O: -3.605 -4.994 1.902
C: -4.158 -3.843 1.559
O: -5.318 -3.713 1.304
C: -3.256 -2.646 1.419
C: -3.737 -1.394 1.068
N: -2.699 -0.547 1.010
N: -1.546 -1.182 1.294
C: -1.884 -2.451 1.561
C: -0.718 -3.325 1.864
O: -0.844 -4.453 2.259
O: 0.419 -2.687 1.647
H: -2.644 -4.940 2.075
H: -4.748 -1.089 0.845
H: -2.725 0.452 0.870

Forces on atoms 1 to 6 (eV/Å):
0.27 -0.29 0.05
-0.15 0.26 -0.07
0.04 -0.21 0.06
0.23 0.12 -0.61
-0.12 0.16 0.47
-0.24 -0.36 -0.08

---

no.,largest force on an atom (Eh/bohr)
1,0.0118
2,0.3473
3,0.2809
4,0.0129